No. 1
# C5H7NS2

The molecule C5H7NS2 at a distorted geometry (ωB97M-V with the def2-TZVPD basis set, the OMol25 dataset).

Each line ends with the Mulliken charge.
Geometry (Å):
H 1.7115 -0.5385 2.6341  0.25
S 0.3044 2.0039 3.1252  -0.28
C 1.1051 -0.0661 0.5315  0.47
C 0.0105 1.8275 1.4695  -0.14
H 0.1342 1.1106 -0.5053  0.27
C 1.5889 -0.8791 1.5553  -0.75
H -1.2786 -0.4510 -3.5944  0.24
C -1.5352 -0.7873 -2.5296  -0.57
H -0.7011 2.6087 1.0068  0.25
H -1.4081 -1.4347 -0.4072  0.27
S 0.9490 -0.6715 -1.1880  -0.22
C -0.8690 -0.9082 -1.3207  -0.15
N 0.4612 1.0274 0.5290  -0.11
H -2.5789 -1.0447 -2.4738  0.25
H 2.1061 -1.7971 1.1675  0.24

As for the spin multiplicity: 1. The relative energy (zero: lowest compared OMol25 entry of this formula, charge and spin) is 3.3146 eV. As for the HOMO-LUMO gap: 8.4 eV. Its SMILES is C=CSC(=C)NC=S.

No. 2
# C20H58N8O7

A cluster of 7 separate species, C20H58N8O7 in total at a distorted geometry (ωB97M-V with the def2-TZVPD basis set, the OMol25 dataset).

Each line ends with the Mulliken charge.
Geometry (Å):
C -6.9547 -0.3741 -2.7251  -0.77
H -3.5865 0.5293 -1.9628  0.30
O 4.9170 1.8833 -0.8453  -0.37
H -2.8421 -7.2353 -0.1597  0.34
H -1.1904 0.3768 0.5695  0.08
C -0.0857 2.1153 3.9204  -1.28
H 3.0900 2.6194 -1.4692  0.16
N 2.5270 4.5305 0.0711  -0.71
C 2.7926 -0.5970 2.4387  1.34
O 0.7120 0.5118 -4.7096  -0.64
H 3.1267 -1.0547 0.5984  0.48
H -7.4677 -1.3357 -2.5998  0.29
H -0.8074 -4.4328 -3.5627  0.25
H 0.2784 0.5565 1.4442  -0.55
H 6.5599 2.0201 -2.0196  0.30
H -1.5539 -6.7488 -2.4601  0.32
H -1.2977 -0.3014 -1.6789  0.12
N -3.1942 0.3024 -1.0449  -0.61
H 2.5365 5.4048 0.5784  0.31
H 3.4049 -1.8098 4.1268  0.37
H -0.9779 3.0978 -4.0430  0.17
H -0.5446 -0.1636 5.1522  0.33
H -0.6956 -3.6993 -1.9344  0.22
H -2.0644 0.4002 4.4357  0.31
H 5.4471 3.3951 1.5162  0.34
H -2.8629 -0.9405 1.2558  0.35
O -0.3614 0.8635 3.3566  -0.06
H -1.3608 1.9140 -5.2268  0.20
H 5.0407 1.9183 -2.9279  0.26
H 0.6261 2.7696 -2.4965  0.16
C -1.0716 -0.0025 4.2045  -0.96
H -1.1464 -0.9544 3.6835  0.29
H -5.8166 0.5510 -0.4790  0.34
H 4.5488 4.8346 1.8740  0.42
H 1.7792 -1.0200 2.4251  -0.02
H -4.1879 0.2535 1.4798  0.39
H 1.4796 5.0210 3.0032  0.34
C -0.9145 -6.4224 -1.6266  -0.81
C 4.4355 3.8180 1.4938  -1.16
C 3.8515 3.8673 0.0881  0.64
H 1.9221 4.0252 4.3847  0.40
C 3.4471 -0.7670 3.7768  -1.50
H 0.5653 2.0394 4.8090  0.42
H 0.1020 -1.1580 -2.2303  0.17
H 0.3153 4.6355 4.3503  0.44
C 0.3736 1.5160 -4.1068  0.67
C 0.2795 -5.6461 -2.1496  0.38
H -3.3774 1.1698 -0.5380  0.25
H -6.9177 -0.1911 -3.7999  0.25
H 1.5296 1.2535 -2.4870  0.06
H 1.0115 -5.5404 -1.3502  0.36
O -1.6229 -5.6196 -0.6971  -0.22
C -2.8823 -6.1578 -0.3698  -0.79
H 3.1985 1.8218 0.1475  -0.11
H 4.5018 -0.4998 3.8215  0.37
C 5.5124 2.3327 -2.0306  -0.72
O 1.6879 -0.3470 -0.5384  -0.72
O -5.6340 -0.4329 -2.2514  -0.30
C -3.9094 -0.7045 1.0426  -1.69
N 0.9762 1.9502 -2.9575  -0.23
N -0.7411 2.2436 -4.5149  -0.43
C -4.0958 -0.7280 -0.4710  0.56
H 0.6720 -3.6684 -3.0087  0.40
C 3.6766 2.5105 -0.5535  -0.02
H 3.8271 3.1924 2.1517  0.06
N -0.2194 3.4718 1.8123  -0.56
H 2.6366 0.4842 2.2587  -0.70
H 1.4866 2.4739 2.5642  -1.18
C 0.6271 3.0417 2.9352  2.35
H -1.0059 2.6157 4.2699  0.31
C -0.1695 -4.2891 -2.6874  -1.16
H -4.4583 -1.5104 1.5387  0.47
H -0.5972 -7.3335 -1.1025  0.38
H 0.4042 -6.3676 -4.0793  0.26
C 0.4669 -0.1769 -0.5157  0.15
N 0.9024 -6.4603 -3.2035  -0.72
H 5.5479 3.4289 -2.0979  0.30
H -3.1986 -5.7021 0.5706  0.21
C 1.1103 4.2670 3.6922  -1.77
H 2.9270 -0.2446 4.5883  0.33
H -0.6639 2.6465 1.4215  0.22
H 1.8256 3.9251 0.4898  0.10
H -3.6037 -5.9579 -1.1672  0.31
H -7.5450 0.4215 -2.2594  0.32
C -5.5420 -0.4541 -0.8425  -0.83
O 3.5941 -1.1668 1.4409  -0.61
N -0.3341 -0.5666 -1.5439  0.01
N -0.1910 0.2580 0.6055  0.73
H -0.9575 4.0585 2.1915  0.31
H -3.8121 -1.7123 -0.8446  0.24
H -6.1953 -1.1836 -0.3475  0.43
H 4.5247 4.4948 -0.5052  0.28
H 1.8537 -6.1536 -3.3562  0.28

As for the spin multiplicity: 1. As for the HOMO-LUMO gap: 9.2 eV. Its SMILES is COC[C@H](C)N.COC[C@H](C)N.COC[C@H](C)N.COC[C@H](C)N.NC(N)=O.NC(N)=O.CCO.

No. 3
# C6H10N2

A cluster of 2 separate species, C6H10N2 in total at a distorted geometry (ωB97M-V with the def2-TZVPD basis set, the OMol25 dataset).

Each line ends with the Mulliken charge.
Geometry (Å):
C -0.2691 -0.7941 0.3745  0.44
C -0.6554 1.2422 -0.5677  0.52
C 0.9515 -0.4055 -1.4346  -0.46
H -0.0411 1.1452 -2.6283  0.17
H -1.7310 1.7547 -0.8973  0.25
H -0.1045 2.7077 1.2476  0.28
C 0.3054 2.0330 0.4161  -0.97
H 1.4926 -1.8925 -0.1323  0.27
H -0.5445 -3.0182 0.8263  0.28
N -1.0372 0.1719 0.3285  -0.51
H 1.0589 1.2036 0.8544  0.22
C 0.0497 0.5924 -1.5440  -0.47
H -0.2383 -1.5885 2.7483  0.24
N 1.0712 -1.0692 -0.1773  -0.23
H 1.1008 2.6866 0.0512  0.33
C -0.7416 -1.9520 1.3821  -0.95
H -2.0096 -1.9492 1.4704  0.25
H 1.3422 -0.8682 -2.3179  0.34

As for the spin multiplicity: 1. The relative energy (zero: lowest compared OMol25 entry of this formula, charge and spin) is 5.7148 eV. As for the HOMO-LUMO gap: 9.3 eV.

No. 4
# C26H13Cl6FIrN2O2S2

A structure of composition C26H13Cl6FIrN2O2S2 (ωB97M-V with the def2-TZVPD basis set, the OMol25 dataset).

Each line ends with the Löwdin spin population.
Geometry (Å):
H 1.9413 2.1531 2.6793  0.00
H 0.2543 -3.5529 6.3027  0.00
H 2.3607 -0.1730 2.0942  0.00
C -2.8249 1.6352 -1.6433  0.11
C 3.3235 3.2463 -0.7482  0.00
Cl -2.5130 -1.9403 0.1877  0.02
C -0.1043 -1.5297 5.6842  0.00
C 1.7711 -1.7596 -1.7400  0.00
H 0.1426 -2.9040 2.0642  0.00
C -4.8655 0.4245 -1.9808  0.13
H -4.4701 2.4068 -2.7427  0.00
H 3.6835 3.5786 -1.7136  0.00
C 0.0697 -2.5097 3.0663  0.00
C -0.2463 -0.6870 4.5918  0.00
H -5.8646 0.3626 -2.3927  0.01
S -1.0690 2.4839 2.1197  0.02
Cl -1.8960 3.0757 -1.9023  0.03
H 3.2550 1.1654 -1.2565  0.00
C 3.0579 4.1701 0.2408  0.00
C 2.3273 0.0421 1.0228  -0.01
Cl 3.5747 -5.9286 -2.1057  0.00
O 1.2416 -2.2310 0.5024  0.00
F 3.2818 5.4955 -0.0173  0.00
C -0.1316 -1.1464 3.2714  0.00
H -4.9330 -1.5264 -1.0709  0.00
C 0.2085 -3.3540 4.1577  0.00
C 2.8962 -3.4776 -3.0557  0.00
H 2.3390 4.5600 2.2130  0.00
N -0.9904 0.6872 -0.4312  0.40
C -4.3449 -0.6346 -1.2449  -0.01
C -2.2076 0.5704 -0.8969  0.03
C 3.0966 1.9045 -0.4803  0.00
C 2.6157 1.4794 0.7610  0.00
C 2.3352 -2.1953 -2.9350  0.00
C 2.3359 -3.9121 -0.7561  0.00
Ir 0.4163 -0.3593 0.2882  0.18
O 1.2554 -0.5692 -1.5780  0.01
Cl 2.3319 -1.0916 -4.2724  0.00
H 3.0519 -0.6095 0.5277  0.00
S -0.6394 0.9951 4.5778  0.00
C 0.1360 -2.8773 5.4637  0.00
C 2.5683 3.8035 1.4739  0.00
Cl 3.5830 -3.9795 -4.5712  0.00
C -0.6544 1.0200 2.8097  0.00
C -3.0684 -0.5710 -0.7277  0.11
C 2.8950 -4.3346 -1.9732  0.00
C 2.3517 2.4549 1.7231  0.00
Cl 2.3201 -4.9528 0.6336  0.00
H -0.1926 -1.1370 6.6906  0.00
N -0.3065 -0.1685 2.2794  0.00
C -4.0901 1.5650 -2.1787  -0.01
H 0.3794 -4.4089 3.9779  0.00
C 1.7761 -2.6499 -0.6195  0.00

As for the spin multiplicity: 2. The relative energy (zero: lowest compared OMol25 entry of this formula, charge and spin) is 0.8455 eV. As for the HOMO-LUMO gap (spin up / spin down): 5.8 / 5.7 eV. Its expectation value of S² is 0.7921. Its net charge is -2.

No. 5
# C33H52BN7O9Pb

A structure of composition C33H52BN7O9Pb at a distorted geometry (ωB97M-V with the def2-TZVPD basis set, the OMol25 dataset).

Each line ends with the Mulliken charge.
Geometry (Å):
C -4.3616 -13.2538 -12.4775  0.18
C 1.8392 -13.8243 -8.9591  0.34
O -2.0033 -9.3541 -6.3490  -0.76
H -2.3614 -11.7405 -15.4297  0.28
H 2.5390 -15.8685 -16.7026  0.32
C -1.9817 -7.6795 -11.4325  0.33
H 0.6998 -15.9664 -17.9793  0.31
H -1.6834 -9.4469 -12.6586  -0.07
H 1.9484 -12.3298 -7.5720  0.14
H 4.2193 -10.6442 -12.6244  0.33
H 5.3398 -12.8926 -6.9351  0.35
C -3.4978 -7.7679 -7.1158  0.64
H 0.2438 -14.2439 -6.6374  -0.13
C -1.7742 -16.9623 -12.2469  0.40
H -0.2603 -14.8443 -5.1600  0.45
C -0.6708 -14.3941 -6.0638  -0.16
C -3.0919 -17.0877 -14.3858  -0.26
C 3.9845 -12.6098 -8.4234  0.01
N 1.3252 -14.4375 -9.8715  -0.65
H 4.4824 -13.3904 -8.9985  0.42
H -1.4161 -17.6044 -15.4812  0.32
O -0.3605 -8.7571 -7.9780  -0.59
C 0.8001 -15.0142 -17.4584  -0.71
H -5.4201 -11.9397 -13.8254  0.31
O -3.4167 -8.4708 -4.7822  -0.58
H 1.1779 -9.2277 -13.7068  0.50
H -3.7277 -7.2230 -10.3077  0.23
C 1.5780 -9.4619 -12.7203  0.21
H 3.0076 -8.0297 -11.9015  0.31
C 1.4933 -14.6893 -14.1760  0.37
H -0.6153 -11.8093 -15.8216  0.24
H -1.8974 -18.4961 -13.6146  0.31
H -2.8670 -8.4229 -13.3407  0.48
C -3.0459 -8.6264 -5.9324  0.32
H -1.3513 -15.9786 -14.8196  -0.03
B -1.7108 -9.1828 -7.7802  1.38
H 0.0755 -14.9142 -16.6503  -0.01
H 1.8236 -13.1268 -15.3570  0.20
H -1.2119 -12.3387 -6.7399  0.05
H 0.9762 -8.9793 -11.9503  -0.27
O -1.1343 -12.4280 -13.9219  -0.49
H -2.3272 -16.3327 -16.2822  0.45
C -2.9790 -6.7121 -10.9132  -0.30
H -2.2200 -13.1065 -5.5097  0.40
H -1.1228 -16.2474 -7.1123  0.29
C -1.1961 -12.9873 -5.8641  -0.93
C -3.5738 -5.9119 -11.9973  -0.01
H -1.4227 -10.5396 -14.9211  0.21
H 3.7296 -11.8520 -9.1643  -0.19
H 3.3173 -8.3312 -13.5699  0.36
H -7.6381 -13.5552 -11.3236  0.29
H -2.6194 -5.9708 -10.1996  0.42
Pb -0.7830 -13.6031 -11.6756  2.52
H -1.5055 -8.1692 -10.5831  -0.45
H 3.2147 -14.1397 -15.1094  0.39
O 1.3882 -9.5736 -9.1705  -0.64
H -6.8770 -15.0903 -11.8104  0.28
H -6.3745 -14.1093 -14.0032  0.31
C 2.6284 -13.1394 -7.8368  -0.13
H -1.2922 -7.0344 -11.9771  0.40
H 3.6069 -10.1543 -10.9850  0.05
C 4.0212 -9.8219 -11.9368  -0.95
N -3.3725 -13.7262 -12.0964  -0.52
C 2.1589 -14.8489 -16.7658  -0.51
C -6.7333 -13.3996 -13.2577  -0.77
H -3.7204 -17.7271 -15.0057  0.38
H -5.9617 -11.7338 -12.2952  0.35
H -8.4018 -14.6277 -12.5412  0.36
O -2.6788 -8.1226 -8.1626  -0.28
N 1.6586 -12.1127 -12.3025  -0.54
C -2.5795 -17.7851 -13.1484  -0.70
H -3.2267 -18.3479 -12.4757  0.40
O -1.8592 -10.3749 -8.6265  -0.54
C -1.6081 -15.2829 -6.9630  -0.64
H 0.6158 -14.2449 -18.2083  0.31
C 4.9799 -12.0458 -7.5195  -1.47
C -5.5731 -12.5342 -12.9247  -0.30
C -7.4603 -14.2366 -12.1555  -1.09
C -1.3507 -11.6208 -15.0395  -1.14
N -4.0597 -5.2470 -12.8329  -0.52
O -0.5571 -11.4841 -10.0418  -0.52
C 3.0370 -8.8293 -12.6418  -0.66
C -1.6352 -14.6402 -8.2809  0.16
H 5.9250 -11.6503 -7.8915  0.40
N -1.2361 -16.2071 -11.5909  -0.46
H 4.9339 -9.2675 -11.7188  0.42
N -1.6089 -14.1245 -9.3286  -0.41
O -4.4893 -7.0546 -7.2335  -0.60
C -2.4587 -8.7336 -12.3791  -0.85
C -0.7448 -10.5821 -9.2301  0.27
H -7.4798 -12.8569 -13.8376  0.43
H -0.6400 -12.5493 -5.0352  0.41
C 1.6061 -10.9729 -12.4696  0.21
H 2.9354 -13.7228 -6.9687  0.48
C -2.0031 -16.7022 -15.3093  -0.90
H 2.8250 -14.2935 -17.4260  0.29
H 4.4850 -11.2876 -6.9127  0.32
H -2.6411 -15.4517 -6.6589  0.38
N 1.0220 -15.0262 -13.1946  -0.55
C 2.1725 -14.1570 -15.4283  -0.41
H -3.8945 -16.4185 -14.0758  0.09
H -3.1202 -9.3870 -11.8102  0.26
C 0.2515 -9.5467 -8.7698  0.67

As for the spin multiplicity: 1. The relative energy (zero: lowest compared OMol25 entry of this formula, charge and spin) is 0.0000 eV. As for the HOMO-LUMO gap: 7.4 eV.

No. 6
# C37H35Br2N5O6Y

A structure of composition C37H35Br2N5O6Y at a distorted geometry (ωB97M-V with the def2-TZVPD basis set, the OMol25 dataset).

Each line ends with the Mulliken charge.
Geometry (Å):
C -2.8071 1.6903 1.1342  0.29
C 3.9908 1.1799 1.8626  0.51
H 1.5532 -2.3901 1.2657  0.38
N 4.6961 -0.8728 0.7793  0.09
H 3.8259 -2.1555 -3.5160  0.28
H -0.8124 3.1738 -7.2041  0.34
H 5.3981 -0.3073 2.5820  0.55
C -0.8326 -0.8881 3.4359  -0.48
C 0.6183 2.8855 1.5292  -0.82
H -1.7520 3.1747 -4.5571  0.48
C 0.9939 -3.2796 1.0083  0.33
H -3.3922 -2.6624 4.7143  0.46
C 0.2233 2.8519 -5.3278  0.05
C -1.6883 2.6601 1.4769  -1.46
H 0.8833 3.6663 -7.2182  0.37
H 4.8819 -0.7362 -3.5291  0.60
C 4.1509 3.5215 2.5301  0.04
C -0.4413 -5.5615 0.3464  -0.64
C -3.0423 1.5322 -0.3641  -1.49
H -0.0099 -5.0371 -1.6961  0.47
C 4.6855 2.2596 2.4509  -0.76
C -0.5961 2.0879 -3.1408  0.68
C 0.8140 -3.6200 -0.3265  0.35
C 2.8236 3.6528 2.1142  -0.68
H 0.6032 -3.8132 3.0606  0.52
O -3.1831 -2.7827 -0.0720  -0.73
C 4.7200 -0.0458 1.7725  -0.78
C 0.1182 -4.7759 -0.6520  -0.62
C -0.0173 3.6271 -6.6048  -1.58
C 1.3988 2.1876 -5.0739  -0.92
H 5.9908 4.5907 2.9118  0.40
C 2.6225 1.3111 1.4480  -0.22
C 0.4678 -4.0727 2.0172  -0.79
C 1.3587 -2.7279 -1.4031  -0.59
C 4.0899 -0.5956 -0.5310  0.63
N -0.3314 2.0776 1.2810  0.61
C 2.7524 0.6214 -3.8038  0.19
H 5.1817 -1.7546 0.8815  0.38
H -3.7310 2.0447 1.5881  0.54
C -1.6584 -1.4398 4.3997  -0.76
H -1.0166 -6.4446 0.0966  0.44
H 4.0884 -2.5836 -1.3145  0.36
C 4.9224 4.6931 3.1012  -1.68
C 0.6712 1.5329 -2.8200  0.44
C 4.5318 -1.6192 -1.5659  -0.81
C -0.7742 2.7395 -4.3515  -0.67
O 1.9371 0.3074 1.0634  -0.03
N 2.9083 -0.3587 -2.9838  0.72
O 1.2653 -1.4451 -1.1777  -0.33
H -1.4523 -1.2629 5.4460  0.51
H 3.5421 0.7638 -4.5378  0.42
H 2.1414 -0.6230 -2.3308  -0.32
Br 0.6363 0.1146 4.0913  -0.06
H 4.7827 4.7709 4.1828  0.31
C 1.6145 1.4737 -3.8815  0.34
H -2.6405 2.4929 -2.5968  0.30
C 2.0492 2.6066 1.6402  1.11
H 2.3459 4.6251 2.2276  0.49
H -1.7897 3.5697 0.8802  0.51
H -3.6158 2.3848 -0.7301  0.71
C -1.7316 2.0085 -2.2266  -0.68
O 1.8760 -3.1981 -2.4089  -0.66
H -2.5916 0.7291 1.5927  -0.38
N -1.7646 1.4438 -1.0855  0.43
H 0.3593 3.9161 1.7926  0.32
H -3.7213 -3.0203 2.2318  0.57
H 2.1755 2.1664 -5.8366  0.38
C -2.0542 -1.8132 1.7451  0.38
Br -1.0440 -6.2332 3.0469  -0.18
C -2.9213 -2.4100 2.6316  -0.74
O -1.4984 -1.3539 -0.5111  -0.67
H 4.3582 0.4276 -0.8052  0.45
C 4.0855 -1.2418 -2.9890  -1.29
H -1.7812 2.9468 2.5236  0.55
H -3.6258 0.6322 -0.5586  0.23
O 0.9786 1.1421 -1.6418  -0.03
C -2.2926 -2.0312 0.2559  0.50
Y -0.0196 0.0296 -0.0252  0.75
H 3.0228 -0.6218 -0.4217  -0.63
H 4.5911 5.6336 2.6584  0.40
H -0.3185 4.6538 -6.3852  0.36
H 5.6969 2.0884 2.8168  0.48
C -0.2634 -5.1960 1.6714  0.05
C -2.7265 -2.2151 3.9843  -0.81
N -1.0048 -1.0392 2.1199  1.66
H 5.6183 -1.7299 -1.5609  0.56

As for the spin multiplicity: 1. The relative energy (zero: lowest compared OMol25 entry of this formula, charge and spin) is 0.9020 eV. As for the HOMO-LUMO gap: 7.2 eV. Its net charge is +1.